# 1
22
Properties=species:S:1:pos:R:3:lowdin_charge:R:1 method="wB97M-V/def2-TZVPD" orbital_gap_ev=9.668 homo_energy_ev=-12.65 total_charge=+1 e_above_lowest_kcal_mol=0.0
N -0.03 -1.07 -1.17 0.185
C 1.13 -0.12 -1.21 -0.403
C 0.90 0.94 -2.26 -0.028
C 1.33 0.42 0.21 -0.527
S 1.63 -0.83 1.46 0.554
S -0.23 -1.31 2.17 0.458
C -0.48 -0.08 3.47 -0.441
H -0.23 -1.37 -2.13 0.168
H 0.10 -1.93 -0.64 0.132
H -0.93 -0.67 -0.84 0.089
H 2.00 -0.71 -1.41 0.142
H 1.79 1.10 -2.82 0.088
H 0.53 1.90 -1.92 0.096
H 0.24 0.60 -3.07 0.097
H 2.15 1.14 0.23 0.101
H 0.46 1.04 0.49 0.084
H -1.45 -0.33 3.90 0.036
H -0.63 0.90 3.02 0.036
H 0.31 -0.09 4.20 0.036
H -2.39 0.70 -0.22 0.069
H -3.56 -0.06 -0.84 0.079
O -2.63 -0.16 -0.60 -0.051


# 2
21
Properties=species:S:1:pos:R:3:lowdin_charge:R:1 method="wB97M-V/def2-TZVPD" orbital_gap_ev=10.277 homo_energy_ev=-14.35 total_charge=+1 e_above_lowest_kcal_mol=76.7
C -0.12 0.70 -2.56 -0.136
C 0.11 -0.99 2.88 -0.155
C 0.56 0.53 -1.25 -0.420
C 0.04 1.24 -0.07 -0.073
N -1.22 1.68 -0.16 0.203
O -0.35 -0.59 1.64 -0.281
Si 0.78 -1.50 -0.65 0.830
H -1.20 0.32 -2.71 0.124
H -0.05 1.71 -2.83 0.071
H 0.55 0.18 -3.30 0.103
H -0.10 -2.06 3.10 0.097
H -0.47 -0.37 3.60 0.094
H 1.26 -0.82 2.95 0.125
H 1.55 0.95 -1.36 0.123
H 0.50 1.46 0.79 0.102
H -1.33 -0.52 1.71 0.112
H -1.64 2.17 0.73 0.214
H -1.68 1.56 -0.97 0.056
H 1.54 -1.64 0.57 -0.067
H 1.54 -1.71 -1.91 -0.042
H -0.26 -2.30 -0.18 -0.080


# 3
20
Properties=species:S:1:pos:R:3:lowdin_charge:R:1 method="wB97M-V/def2-TZVPD" orbital_gap_ev=11.160 homo_energy_ev=-10.31 total_charge=0 e_above_lowest_kcal_mol=49.6 smiles=CCCC.O.O
C -3.62 -0.44 0.01 -0.145
C -2.39 -0.93 -0.76 -0.276
C -0.87 -0.59 -0.25 -0.177
C -0.19 -2.08 0.13 -0.073
H -3.74 -0.60 1.10 0.061
H -4.44 -0.85 -0.57 0.050
H -3.87 0.74 -0.12 0.110
H -2.45 -0.60 -1.87 0.117
H -2.47 -1.96 -0.98 0.059
H -0.26 -0.08 -1.00 0.081
H -0.86 0.14 0.49 0.050
H -0.81 -2.55 0.89 0.070
H 0.77 -1.72 0.44 0.035
H 0.13 -2.51 -0.78 0.037
O 1.97 6.54 0.65 -0.037
H 2.13 6.58 1.56 0.004
H 1.05 6.80 0.64 0.033
O 6.72 -2.17 0.46 -0.104
H 7.31 -1.51 0.00 0.057
H 5.87 -2.22 -0.04 0.047


# 4
21
Properties=species:S:1:pos:R:3:lowdin_charge:R:1 method="wB97M-V/def2-TZVPD" orbital_gap_ev=9.007 homo_energy_ev=-8.55 total_charge=0 e_above_lowest_kcal_mol=14.7 smiles=CCCSC.O.O
C -0.11 -2.34 -1.56 -0.104
C 0.10 -1.01 -2.31 -0.343
C -0.10 0.18 -1.41 -0.537
S 1.47 1.05 -1.17 0.807
C 0.98 2.26 0.09 -0.409
H -1.14 -2.39 -1.18 0.073
H -0.05 -3.15 -2.27 0.062
H 0.67 -2.41 -0.80 0.077
H -0.52 -0.99 -3.20 0.101
H 1.10 -1.01 -2.74 0.083
H -0.51 -0.08 -0.44 0.067
H -0.83 0.87 -1.82 0.070
H -0.06 2.11 0.34 0.012
H 1.59 2.17 0.98 0.025
H 1.08 3.26 -0.29 0.022
O -1.97 1.15 2.88 -0.060
H -2.91 0.98 3.04 0.042
H -1.97 1.75 2.12 0.025
O 1.13 -0.86 3.59 -0.067
H 1.82 -0.72 2.93 0.039
H 0.25 -0.82 3.22 0.015


Number 1: E_tot -1086.94836 hartree. Number 2: E_tot -579.94552 hartree. Number 3: E_tot -311.20088 hartree. Number 4: E_tot -709.44228 hartree.